This record from the Open Molecules 2025 dataset describes C40H50BrFN6Tc as an isolated structure. The level of theory is the ωB97M-V functional and the def2-TZVPD basis.

Lowest unoccupied orbital energy (spin up / spin down): -7.14 / -7.26 eV
F_max: 0.0125 hartree/bohr
Relative energy (zero: lowest compared OMol25 entry of this formula, charge and spin): 157.6 kJ/mol
Total charge: +2
Multiplicity: 4
Kohn-Sham gap (spin up / spin down): 6.4 / 6.3 eV
HOMO level (spin up / spin down): -13.5122 / -13.5261 eV
E_tot: -126174.806 eV

Geometry as XYZ:
```
99
Properties=species:S:1:pos:R:3:forces:R:3:mulliken_charge:R:1
Tc 0.18314 -0.23345 1.21777 -0.346 0.192 -0.131 -0.350
C 0.22391 2.21796 -0.39936 0.148 -0.101 -0.196 -0.883
C -0.61717 1.19680 -1.02623 0.041 -0.542 -0.009 0.427
C -1.59685 0.77850 -0.06210 -0.127 0.251 -0.165 -0.334
C -1.24217 1.46559 1.14051 -0.285 0.551 0.040 -1.710
C -0.23237 2.51617 0.84214 -0.116 -0.269 0.364 1.542
C 0.01444 3.81260 1.59346 0.088 0.033 0.079 1.772
C 0.49601 4.86648 0.58532 0.018 0.018 -0.020 -1.811
C 1.06369 3.71776 2.70814 0.098 -0.054 -0.115 -1.458
C -1.31584 4.27498 2.20689 -0.082 -0.036 -0.057 -1.631
C -3.00619 0.12328 -0.07527 0.014 -0.151 -0.003 1.741
C -3.59805 -0.19835 -1.44946 -0.031 0.014 0.002 -1.733
C -2.99879 -1.16834 0.76274 0.010 0.003 -0.126 -1.249
C -3.99537 1.12063 0.57956 0.026 0.047 0.039 -1.574
C -0.43585 0.97678 -2.52259 0.098 -0.116 -0.031 2.168
C -1.44136 1.92209 -3.22884 -0.012 0.046 0.072 -1.644
C 0.97683 1.40372 -2.97497 -0.026 0.081 0.005 -2.475
C -0.62750 -0.46377 -3.02215 0.020 0.035 -0.006 0.326
H 0.97791 2.77465 -0.93417 -0.065 -0.105 0.034 0.639
H -1.95442 1.58181 1.94364 0.158 -0.065 0.045 1.268
H 1.47492 4.60947 0.17162 -0.062 0.046 0.022 0.377
H 0.60044 5.82575 1.09526 -0.018 -0.050 -0.045 0.456
H -0.21356 4.99217 -0.23656 0.059 -0.002 0.046 0.383
H 1.98818 3.24320 2.36075 -0.088 0.045 0.049 0.241
H 0.67606 3.18460 3.56992 -0.011 -0.158 0.142 0.233
H 1.31472 4.72605 3.04160 -0.006 -0.040 -0.005 0.547
H -2.11521 4.31014 1.45888 0.079 0.015 0.080 0.348
H -1.19563 5.28046 2.61382 -0.012 -0.052 0.000 0.434
H -1.63115 3.62097 3.02566 0.005 0.035 -0.058 0.268
H -2.99398 -0.87677 -2.04335 -0.153 0.047 0.058 0.249
H -3.78773 0.71137 -2.01955 0.017 -0.067 0.008 0.368
H -4.56411 -0.68449 -1.29386 0.051 0.040 0.001 0.592
H -2.61876 -2.01711 0.18287 0.025 0.105 0.092 0.032
H -4.01576 -1.42193 1.07615 0.086 -0.012 -0.037 0.574
H -2.39728 -1.07489 1.67836 -0.103 -0.001 -0.037 -0.001
H -3.81258 2.14719 0.24711 -0.036 -0.107 0.014 0.329
H -3.95207 1.09372 1.67296 0.017 0.051 -0.102 0.349
H -5.01675 0.85831 0.29510 0.086 -0.017 0.069 0.446
H -1.51071 2.89190 -2.72758 0.017 -0.041 -0.064 0.274
H -2.43485 1.48667 -3.29384 0.012 0.028 0.055 0.301
H -1.08460 2.09531 -4.24615 -0.027 -0.013 0.037 0.526
H 1.10322 2.49017 -2.99061 0.012 -0.131 0.014 0.505
H 1.13026 1.04895 -3.99675 -0.011 0.040 0.066 0.509
H 1.76219 0.96614 -2.34991 -0.086 0.035 -0.105 0.341
H -1.36906 -1.02361 -2.46443 0.152 -0.008 -0.045 -0.846
H 0.31314 -1.00941 -2.97800 0.045 -0.036 0.007 -0.993
H -0.93202 -0.44156 -4.07199 0.022 0.005 0.075 0.702
F -3.06755 -4.31903 5.53692 -0.005 0.003 0.012 -0.323
C -2.11800 -3.76377 4.78329 -0.019 -0.024 0.017 0.246
C -1.12052 -3.02750 5.39173 0.118 0.106 0.105 -0.936
C -0.14229 -2.44905 4.59744 0.109 0.039 0.268 -0.195
C -0.14314 -2.59819 3.21363 -0.029 0.085 -0.202 0.459
C 0.91018 -1.97297 2.36154 -0.176 0.177 -0.283 -2.159
C -1.15457 -3.37773 2.64380 -0.024 -0.033 -0.078 0.198
C -2.14764 -3.95941 3.41617 -0.014 -0.035 -0.224 -0.906
H -1.10842 -2.92980 6.47091 -0.005 -0.016 -0.071 0.507
H 0.66604 -1.89817 5.07341 -0.093 -0.041 -0.033 0.593
H 1.25108 -2.66678 1.59922 0.031 -0.074 0.057 0.890
H 1.77054 -1.64070 2.94431 -0.026 -0.051 -0.010 0.826
H -1.15250 -3.55310 1.57199 -0.012 -0.012 0.104 0.527
H -2.92573 -4.57402 2.97717 0.070 0.060 0.051 0.504
Br 3.29401 1.29646 5.77553 0.046 0.000 0.034 -0.066
C 1.57078 0.96576 5.12842 0.133 0.154 0.106 -0.501
C 0.45767 1.05034 5.94854 -0.152 -0.009 0.093 -0.444
C -0.78421 0.79397 5.39304 -0.051 -0.002 0.154 -1.241
C -0.87848 0.46366 4.05673 0.027 0.138 -0.242 -0.467
N 0.19739 0.42564 3.25470 0.297 0.042 0.571 2.631
C 1.40724 0.66221 3.79693 -0.202 -0.025 -0.255 -1.233
H 0.56542 1.30025 6.99644 -0.017 0.004 -0.034 0.576
H -1.68438 0.82952 5.99294 0.056 -0.006 -0.011 0.585
H -1.83763 0.22905 3.61077 0.086 -0.012 0.034 0.359
H 2.27228 0.60908 3.14616 -0.057 0.002 -0.014 0.644
C 3.12947 -0.38932 -0.52863 0.068 -0.195 0.070 -1.610
C 2.11004 -1.42675 -0.84972 -0.164 0.116 -0.190 0.225
N 0.87993 -1.46619 -0.35106 0.076 -0.246 -0.137 1.837
C 0.27397 -2.62785 -0.81274 0.106 0.165 0.068 -1.031
C 1.14485 -3.26862 -1.61989 0.111 0.062 -0.195 -1.279
N 2.29049 -2.49116 -1.65516 0.212 -0.205 -0.152 0.356
C 3.44779 -2.71617 -2.54965 -0.167 0.199 -0.065 -1.388
N 3.45007 -1.81596 -3.66109 0.124 -0.145 0.360 0.816
N 4.23280 -0.68817 -3.61943 -0.455 0.020 -0.386 -0.608
N 3.96663 0.03509 -4.63599 -0.102 -0.386 0.166 -0.512
C 2.98084 -0.59921 -5.38423 0.140 0.211 -0.046 0.100
C 2.34818 -0.20151 -6.56555 0.036 0.097 -0.093 -0.624
C 1.36866 -1.03018 -7.06386 0.016 0.055 -0.072 -0.588
C 1.02102 -2.23361 -6.41592 -0.003 -0.042 0.083 -0.618
C 1.64361 -2.64264 -5.25571 0.004 -0.061 -0.010 -0.737
C 2.63807 -1.79294 -4.76112 -0.005 0.114 0.141 1.365
H 2.64880 0.46484 -0.04743 -0.011 0.016 -0.013 0.128
H 3.64940 -0.03852 -1.41789 0.018 0.021 -0.075 0.483
H 3.88519 -0.79118 0.15288 -0.057 -0.005 -0.009 0.328
H -0.73168 -2.90536 -0.54618 0.066 0.050 -0.014 0.601
H 1.04699 -4.18662 -2.18177 0.061 0.152 0.071 0.553
H 3.39191 -3.74139 -2.90126 -0.030 -0.117 0.047 0.495
H 4.37065 -2.57328 -1.99876 0.087 0.031 0.062 0.283
H 2.63578 0.71635 -7.06498 -0.039 -0.070 0.034 0.500
H 0.86321 -0.76882 -7.98573 0.020 -0.006 0.076 0.429
H 0.24464 -2.85572 -6.84622 0.072 0.032 0.012 0.431
H 1.37976 -3.57950 -4.77721 0.026 0.078 -0.041 0.414
```
Positions in Å, forces in eV/Å.

=====

This record from the Open Molecules 2025 dataset describes C40H50BrNO5PtS3Se as an isolated structure. The level of theory is the ωB97M-V functional and the def2-TZVPD basis.

Lowest unoccupied orbital energy: -0.81 eV
F_max: 0.0039 hartree/bohr
Relative energy (zero: lowest compared OMol25 entry of this formula, charge and spin): 0.0 kJ/mol
Kohn-Sham gap: 7.2 eV
HOMO level: -8.0196 eV
E_tot: -225161.914 eV

Geometry as XYZ:
```
102
Properties=species:S:1:pos:R:3:forces:R:3:mulliken_charge:R:1
Pt 0.56101 0.05594 0.16271 -0.113 -0.130 -0.002 1.844
C 0.85058 3.96886 6.38065 -0.001 -0.003 -0.004 -2.184
C 2.21243 3.38718 6.00144 -0.001 0.000 -0.004 2.026
C 3.22207 4.53964 5.91255 0.000 0.001 0.002 -1.624
C 2.64595 2.41438 7.10693 0.002 0.003 0.002 -1.583
C 2.16380 2.64777 4.66630 -0.025 0.001 -0.003 -0.635
C 1.01192 2.51269 3.91626 0.018 0.011 0.009 -0.318
C 1.05262 1.82094 2.71296 -0.044 0.014 0.044 -0.135
Se -0.56431 1.64570 1.70209 -0.048 0.114 -0.050 -0.009
C -1.39988 0.17787 2.58966 0.024 -0.028 0.001 0.641
C -2.50699 0.41160 3.37553 0.028 -0.033 -0.003 -0.727
C -3.14615 -0.66230 3.98636 0.008 -0.022 -0.007 -0.253
C -2.63475 -1.92479 3.71834 -0.024 0.014 0.007 -0.193
C -1.53917 -2.19608 2.89221 0.023 0.007 -0.020 -0.462
C -0.86253 -1.09468 2.34690 -0.105 0.030 0.016 0.416
O 0.27835 -1.22527 1.65431 0.131 0.016 -0.033 -0.717
C -1.18403 -3.67365 2.65897 0.006 0.010 -0.002 2.219
C -2.45296 -4.42959 2.22631 0.004 0.000 -0.001 -1.718
C -0.14247 -3.92060 1.56422 -0.008 -0.001 -0.012 -1.654
C -0.65645 -4.26660 3.97258 0.004 -0.002 0.004 -1.818
C -4.37327 -0.42055 4.86284 0.002 -0.003 0.009 1.904
C -4.93334 -1.72043 5.44004 0.003 0.000 0.004 -2.191
C -5.47254 0.24514 4.02303 -0.002 -0.004 -0.003 -1.584
C -3.99401 0.50270 6.02869 0.000 0.000 -0.002 -1.695
C 2.21429 1.24297 2.19990 0.034 0.017 -0.085 0.922
O 2.25405 0.68568 0.98588 0.107 -0.092 0.040 -1.056
C 3.39359 1.32430 2.97720 0.033 -0.044 0.050 -0.257
C 3.31916 2.04642 4.15969 -0.017 -0.035 0.011 -0.456
C 4.74712 0.71297 2.57024 0.002 0.015 0.003 2.335
C 5.47747 0.18222 3.81604 0.024 0.027 -0.009 -1.932
C 4.65856 -0.46922 1.59350 -0.034 0.013 -0.019 -1.670
C 5.59724 1.81762 1.92647 -0.018 0.010 -0.019 -1.514
H 0.93083 4.49175 7.33512 0.000 0.000 0.000 0.447
H 0.09640 3.18720 6.49302 0.001 0.000 0.000 0.403
H 0.49800 4.68664 5.63700 0.001 0.001 0.000 0.383
H 3.26879 5.07516 6.86342 0.001 0.000 0.001 0.468
H 2.93299 5.24748 5.13338 -0.001 0.001 0.000 0.355
H 4.22552 4.17840 5.68325 -0.001 -0.001 -0.002 0.277
H 2.68486 2.92893 8.06975 0.001 0.000 0.001 0.459
H 3.63431 1.99699 6.90960 0.000 0.000 0.000 0.319
H 1.94166 1.58450 7.18813 -0.001 0.000 0.000 0.350
H 0.07088 2.93031 4.24912 -0.001 0.002 0.001 0.590
H -2.86904 1.42549 3.50068 0.000 0.001 -0.003 0.537
H -3.12968 -2.77556 4.16322 -0.004 0.000 0.003 0.431
H -2.86297 -3.99529 1.31172 0.004 -0.003 0.001 0.232
H -3.23416 -4.42217 2.98660 -0.005 0.001 0.004 0.352
H -2.20161 -5.47293 2.02409 -0.001 0.000 0.002 0.538
H -0.45225 -3.48751 0.61204 0.001 -0.003 0.006 0.115
H -0.03856 -4.99997 1.42750 -0.002 0.000 0.000 0.552
H 0.83216 -3.51149 1.81672 0.002 -0.007 0.006 0.242
H -1.38979 -4.18140 4.77695 0.000 0.001 -0.001 0.293
H 0.25380 -3.75238 4.28709 -0.001 0.000 0.000 0.327
H -0.42136 -5.32501 3.83766 -0.001 0.000 0.001 0.472
H -5.25546 -2.40406 4.65210 -0.002 0.000 0.001 0.416
H -5.80207 -1.49680 6.06181 0.000 0.001 0.000 0.447
H -4.19949 -2.23346 6.06483 0.001 -0.001 -0.001 0.404
H -5.75291 -0.39152 3.18152 0.002 0.000 0.000 0.284
H -5.14565 1.20648 3.62323 0.002 0.001 -0.001 0.305
H -6.36119 0.42205 4.63338 -0.001 0.000 0.001 0.463
H -3.21390 0.04876 6.64273 0.000 0.000 0.000 0.359
H -4.86405 0.69206 6.66163 0.000 0.000 -0.001 0.459
H -3.62376 1.46559 5.67282 0.000 0.000 0.001 0.325
H 4.22448 2.14210 4.74369 -0.028 0.007 0.001 0.223
H 4.86528 -0.55589 4.33713 0.001 -0.002 0.005 0.407
H 5.74549 0.96627 4.52376 0.024 -0.010 -0.007 0.436
H 6.40585 -0.30194 3.50895 -0.004 0.003 -0.002 0.476
H 3.96306 -1.23374 1.94171 -0.019 0.001 0.011 0.283
H 5.65041 -0.91991 1.51330 -0.010 -0.016 0.010 0.529
H 4.34195 -0.17014 0.59872 -0.003 -0.001 0.008 0.107
H 5.75179 2.65082 2.61531 -0.004 -0.004 0.010 0.282
H 5.10855 2.20720 1.03014 0.005 -0.008 -0.003 0.189
H 6.57442 1.42372 1.63713 -0.001 0.000 -0.007 0.442
C 2.83946 -0.07302 -4.04363 -0.030 -0.015 0.014 -0.974
O 2.30505 -0.31816 -2.73796 0.099 -0.128 -0.021 -0.031
C 2.32990 -1.56876 -2.28937 0.001 0.139 -0.108 0.157
S 2.98582 -2.85657 -3.06481 -0.006 0.004 -0.026 -0.260
S 1.63390 -1.83253 -0.73630 0.055 0.090 0.123 -0.366
H 2.73204 0.99785 -4.19695 0.008 0.005 0.008 0.178
H 2.27427 -0.62797 -4.79039 -0.008 -0.011 0.005 0.360
H 3.88528 -0.37193 -4.08929 0.001 0.011 0.000 0.378
S 0.44937 3.13144 -3.15665 0.016 -0.008 -0.064 -0.136
C 1.93043 3.22862 -2.30290 0.021 0.020 0.016 -0.272
C 1.97925 2.28014 -1.34292 -0.033 -0.034 -0.082 -0.900
N 0.85390 1.48655 -1.29844 -0.037 0.010 0.065 0.797
C -0.02969 1.82319 -2.20049 -0.001 0.014 0.101 -0.129
H 2.68183 3.95942 -2.54805 -0.009 0.006 0.016 0.460
H 2.77500 2.08083 -0.64626 0.036 -0.004 0.015 0.473
H -0.96316 1.30506 -2.33323 -0.004 -0.016 -0.018 0.172
Br -4.12565 -0.76872 0.21957 0.009 -0.003 -0.006 -0.090
C -3.65821 -2.20060 -0.93602 -0.006 -0.002 -0.003 0.494
C -4.56443 -3.24917 -1.00931 -0.003 0.010 0.001 -0.661
C -4.31388 -4.32557 -1.84478 -0.001 0.002 -0.001 -0.491
C -3.16864 -4.34575 -2.62631 0.000 -0.006 0.003 -0.706
C -2.27997 -3.28756 -2.56204 0.015 0.004 -0.005 -0.756
C -2.50021 -2.20713 -1.70961 -0.008 0.041 -0.009 -0.040
C -1.40357 -1.17231 -1.68258 0.006 -0.184 0.077 0.485
O -0.77246 -0.90324 -2.68758 -0.050 0.054 -0.037 -0.572
O -1.19191 -0.69337 -0.49047 -0.046 0.136 -0.036 -0.167
H -5.46256 -3.21585 -0.40833 0.000 -0.001 0.000 0.435
H -5.02052 -5.14424 -1.88519 -0.001 0.000 0.000 0.394
H -2.96785 -5.18140 -3.28316 0.002 0.001 0.001 0.407
H -1.38104 -3.27620 -3.16408 0.002 -0.004 -0.002 0.462
```
Positions in Å, forces in eV/Å.